53
Properties=species:S:1:pos:R:3:forces:R:3:lowdin_charge:R:1 method="wB97M-V/def2-TZVPD" lumo_energy_ev="-5.1720 / -5.1383" orbital_gap_ev="4.85 / 4.90" spin_multiplicity=6 total_charge=+1 s2=9.681
O -1.870296 -4.439392 -2.716973 0.03 0.55 -0.17 -0.113
H -2.317669 -4.549468 -3.574013 0.10 -0.07 0.60 0.091
Dy 0.543883 -0.329209 -0.731093 -0.03 -3.44 2.66 1.476
N 2.366220 -0.431015 0.328807 0.72 -3.10 2.03 -0.386
N 0.148482 -2.064370 0.347441 3.32 -1.06 2.59 -0.352
N 0.864382 1.642218 -1.329271 -1.33 5.30 -2.25 -0.177
N -1.274902 -0.039719 -1.605775 -4.57 3.06 -3.50 -0.169
O 3.355265 0.375822 0.156846 1.16 1.26 0.24 -0.159
O 1.961916 2.435504 -1.150942 -1.08 0.11 -0.41 0.048
O -2.314406 -0.926575 -1.623641 -0.08 1.07 -0.75 0.042
O -1.023638 -2.496825 0.461954 -1.57 -1.18 -0.12 -0.103
C 1.183606 -2.334655 1.214057 -1.78 -0.63 -0.77 -0.253
C 2.342214 -1.487456 1.209508 0.64 1.72 -1.52 -0.259
C -0.270103 2.125415 -1.906604 4.61 0.23 1.42 -0.206
C -1.415801 1.250128 -1.996671 -1.65 -4.54 0.54 -0.229
C 3.530023 -1.629457 2.065376 0.66 -0.45 0.73 -0.014
H 3.692222 -0.706498 2.641095 0.05 -0.12 -0.26 0.097
H 4.424468 -1.789167 1.443708 -0.21 0.21 0.14 0.106
H 3.479054 -2.453058 2.782886 -0.15 0.13 -0.22 0.080
C 0.966764 -3.509713 2.079548 0.04 -0.52 0.83 -0.022
H 0.720733 -4.384404 1.458106 -0.07 0.29 0.16 0.102
H 0.110393 -3.334055 2.746372 0.10 -0.11 -0.18 0.098
H 1.821317 -3.781564 2.700963 -0.05 0.16 -0.11 0.075
C -0.305022 3.514150 -2.397149 -0.42 0.90 -0.57 0.013
C -2.716554 1.703619 -2.523143 -0.80 0.88 -0.14 0.010
H 0.676490 3.939413 -2.643249 -0.12 -0.47 0.34 0.106
H -0.769052 4.178375 -1.651829 0.06 -0.16 -0.14 0.122
H -0.904218 3.573654 -3.313366 -0.03 0.03 0.24 0.103
H -3.583142 1.124719 -2.178868 0.56 -0.16 0.00 0.105
H -2.717895 1.664965 -3.623886 0.07 0.03 0.25 0.125
H -2.901047 2.740433 -2.224942 0.04 -0.06 -0.20 0.101
H 2.614228 1.831920 -0.673879 0.07 -0.27 0.05 0.095
H -1.890110 -1.800711 -1.445857 -0.36 0.18 0.58 0.090
C -0.676581 -3.708444 -3.005365 -0.06 -0.80 -0.65 -0.163
H 0.056196 -3.791274 -2.190372 -0.62 0.31 0.08 0.084
H -0.892191 -2.686923 -3.355274 0.15 0.08 0.47 0.071
H -0.207503 -4.203869 -3.846905 0.46 0.05 -0.31 0.080
O 2.094043 -0.678238 -2.448166 -0.67 0.30 0.15 -0.069
H 1.589251 0.179894 -2.414971 2.02 -0.40 -1.34 0.019
H 2.464138 -0.838018 -1.536880 1.10 0.32 -1.02 0.033
N -1.629229 3.183003 4.382272 -0.02 -0.03 -0.03 0.140
C -1.224557 2.388469 3.354925 0.02 0.08 0.06 -0.294
C -2.101594 2.002299 2.316081 0.15 -0.17 -0.35 0.009
C -1.638115 1.224450 1.261113 0.40 0.71 1.25 -0.106
N -0.345717 0.821410 1.197304 -0.02 -0.01 -0.27 -0.057
C 0.512295 1.169849 2.187146 -0.89 0.65 0.63 -0.094
C 0.105238 1.931854 3.272635 0.08 -0.22 -0.40 0.012
H -2.570824 3.549809 4.431795 0.32 -0.20 -0.07 0.116
H -0.987998 3.471773 5.112731 -0.23 -0.19 -0.38 0.119
H -3.132063 2.336639 2.328954 0.02 -0.08 0.00 0.116
H -2.332159 0.961895 0.453527 0.44 -0.11 0.42 0.111
H 1.564588 0.872511 2.135948 -0.55 -0.02 -0.26 0.110
H 0.824974 2.199890 4.037984 -0.05 -0.03 -0.06 0.120